# 1
{
  "formula": "C48H58MnO4PSe",
  "method": "wB97M-V/def2-TZVPD",
  "species": ["Mn", "C", "C", "C", "C", "C", "C", "C", "Se", "C", "C", "C", "C", "C", "C", "O", "C", "C", "C", "C", "C", "C", "C", "C", "C", "O", "C", "C", "C", "C", "C", "C", "H", "H", "H", "H", "H", "H", "H", "H", "H", "H", "H", "H", "H", "H", "H", "H", "H", "H", "H", "H", "H", "H", "H", "H", "H", "H", "H", "H", "H", "H", "H", "H", "H", "H", "H", "H", "H", "H", "H", "H", "O", "C", "C", "C", "C", "C", "C", "C", "P", "C", "C", "C", "C", "C", "C", "C", "C", "C", "C", "C", "C", "H", "H", "H", "H", "H", "H", "H", "H", "H", "H", "H", "H", "H", "H", "C", "O", "H", "H", "H", "H"],
  "positions_angstrom": [[-0.116, 0.461, -0.532], [-7.231, 0.283, 0.142], [-6.674, 1.695, -0.041], [-7.135, 2.226, -1.406], [-7.239, 2.588, 1.072], [-5.151, 1.718, 0.019], [-4.383, 0.578, 0.215], [-3.003, 0.687, 0.240], [-1.928, -0.893, 0.564], [-1.845, -1.859, -1.121], [-2.956, -2.534, -1.587], [-2.876, -3.227, -2.789], [-1.642, -3.209, -3.438], [-0.503, -2.548, -2.986], [-0.600, -1.845, -1.773], [0.420, -1.141, -1.236], [0.756, -2.628, -3.866], [1.969, -1.862, -3.330], [1.168, -4.102, -4.007], [0.429, -2.056, -5.255], [-4.054, -3.977, -3.400], [-5.308, -3.868, -2.532], [-4.368, -3.389, -4.783], [-3.693, -5.461, -3.546], [-2.310, 1.903, 0.107], [-0.968, 1.919, 0.176], [-3.077, 3.063, -0.101], [-4.460, 2.920, -0.129], [-2.512, 4.478, -0.300], [-0.984, 4.573, -0.325], [-3.024, 5.036, -1.638], [-3.010, 5.369, 0.849], [-8.319, 0.317, 0.089], [-6.882, -0.393, -0.640], [-6.959, -0.131, 1.113], [-8.223, 2.218, -1.461], [-6.799, 3.248, -1.575], [-6.747, 1.603, -2.213], [-8.329, 2.584, 1.037], [-6.926, 2.225, 2.051], [-6.905, 3.619, 0.968], [-4.833, -0.394, 0.349], [-3.870, -2.499, -1.012], [-1.564, -3.748, -4.372], [2.278, -2.228, -2.354], [2.798, -2.002, -4.026], [1.773, -0.793, -3.249], [1.409, -4.526, -3.032], [0.378, -4.705, -4.451], [2.050, -4.182, -4.643], [0.128, -1.010, -5.182], [1.312, -2.110, -5.894], [-0.373, -2.603, -5.747], [-5.628, -2.831, -2.417], [-6.123, -4.416, -3.006], [-5.149, -4.300, -1.544], [-4.635, -2.334, -4.704], [-3.520, -3.477, -5.460], [-5.208, -3.922, -5.229], [-3.469, -5.899, -2.573], [-4.528, -6.008, -3.986], [-2.825, -5.601, -4.190], [-5.044, 3.816, -0.281], [-0.556, 3.989, -1.139], [-0.708, 5.618, -0.479], [-0.543, 4.235, 0.611], [-2.688, 4.414, -2.469], [-4.110, 5.092, -1.676], [-2.634, 6.044, -1.789], [-2.650, 4.987, 1.806], [-2.640, 6.387, 0.721], [-4.097, 5.408, 0.889], [1.341, 1.714, -1.772], [1.672, 1.492, -0.649], [2.783, 1.804, 0.220], [3.894, 2.555, -0.165], [4.912, 2.732, 0.755], [4.818, 2.168, 2.028], [3.705, 1.429, 2.405], [2.672, 1.255, 1.498], [1.110, 0.342, 1.759], [1.567, -1.101, 2.747], [1.900, -2.264, 2.054], [2.310, -3.389, 2.752], [2.377, -3.354, 4.137], [2.035, -2.199, 4.828], [1.625, -1.070, 4.138], [0.138, 1.414, 2.844], [0.429, 2.767, 2.986], [-0.427, 3.586, 3.707], [-1.576, 3.061, 4.280], [-1.866, 1.710, 4.145], [-1.012, 0.886, 3.431], [3.959, 2.971, -1.160], [5.791, 3.299, 0.484], [5.628, 2.309, 2.731], [3.643, 0.994, 3.394], [1.830, -2.282, 0.972], [2.568, -4.292, 2.217], [2.691, -4.234, 4.682], [2.084, -2.181, 5.907], [1.347, -0.174, 4.677], [1.315, 3.186, 2.529], [-0.197, 4.637, 3.817], [-2.245, 3.704, 4.836], [-2.757, 1.300, 4.598], [-1.231, -0.171, 3.339], [-2.478, 0.702, -3.083], [-1.191, 0.911, -2.484], [-2.403, -0.018, -3.901], [-2.883, 1.649, -3.442], [-3.133, 0.304, -2.315], [-0.591, 1.279, -3.141]],
  "e_homo_ev": [-10.3, -10.4],
  "total_charge": 1,
  "total_energy_ev": -164858.5761,
  "multiplicity": 4
}

=====

# 2
{
  "formula": "C48H58NOS",
  "method": "wB97M-V/def2-TZVPD",
  "species": ["C", "O", "C", "C", "C", "S", "C", "C", "N", "H", "H", "H", "H", "H", "H", "H", "H", "H", "H", "H", "H", "H", "H", "H", "H", "C", "C", "C", "C", "C", "C", "H", "H", "H", "H", "H", "H", "C", "C", "C", "C", "C", "C", "H", "H", "H", "H", "H", "H", "C", "C", "C", "C", "C", "C", "H", "H", "H", "H", "H", "H", "C", "C", "C", "C", "C", "C", "H", "H", "H", "H", "H", "H", "C", "C", "C", "C", "C", "C", "H", "H", "H", "H", "H", "H", "C", "C", "C", "C", "C", "C", "H", "H", "H", "H", "H", "H", "C", "C", "C", "C", "C", "C", "H", "H", "H", "H", "H", "H"],
  "positions_angstrom": [[1.613, 0.957, -3.462], [1.311, 2.267, -3.014], [0.394, 2.282, -1.930], [0.935, 3.128, -0.776], [1.199, 2.322, 0.504], [2.966, 2.006, 0.681], [3.180, 0.314, 1.276], [2.807, 0.121, 2.747], [1.545, 0.741, 3.113], [2.221, 0.427, -2.718], [0.701, 0.383, -3.642], [2.182, 1.025, -4.384], [-0.558, 2.685, -2.278], [0.224, 1.250, -1.606], [0.220, 3.906, -0.513], [1.831, 3.645, -1.125], [0.676, 1.370, 0.515], [0.909, 2.863, 1.399], [3.248, 1.811, -0.614], [2.648, -0.358, 0.604], [4.250, 0.123, 1.154], [2.717, -0.959, 2.871], [3.632, 0.427, 3.395], [1.676, 1.622, 3.587], [0.959, 0.137, 3.667], [3.769, -0.773, 6.534], [4.744, -1.053, 7.480], [5.184, -0.054, 8.336], [4.649, 1.224, 8.250], [3.673, 1.505, 7.304], [3.236, 0.506, 6.446], [3.421, -1.556, 5.870], [5.158, -2.050, 7.554], [5.944, -0.272, 9.075], [4.990, 2.000, 8.922], [3.253, 2.500, 7.241], [2.471, 0.724, 5.711], [7.513, -2.357, 2.217], [8.684, -2.243, 1.483], [9.043, -1.026, 0.921], [8.222, 0.081, 1.081], [7.044, -0.038, 1.806], [6.690, -1.252, 2.378], [7.236, -3.308, 2.652], [9.317, -3.109, 1.344], [9.955, -0.943, 0.345], [8.496, 1.029, 0.638], [6.404, 0.829, 1.940], [5.775, -1.341, 2.952], [-2.320, 0.284, -4.483], [-3.109, -0.102, -3.409], [-4.111, -1.047, -3.586], [-4.316, -1.609, -4.838], [-3.520, -1.228, -5.910], [-2.522, -0.281, -5.734], [-1.539, 1.020, -4.336], [-2.946, 0.338, -2.432], [-4.732, -1.343, -2.750], [-5.095, -2.347, -4.978], [-3.681, -1.669, -6.885], [-1.905, 0.019, -6.572], [-6.496, 2.796, -1.712], [-5.285, 2.586, -2.356], [-4.315, 3.578, -2.350], [-4.553, 4.779, -1.695], [-5.763, 4.987, -1.048], [-6.735, 3.996, -1.058], [-7.254, 2.023, -1.720], [-5.100, 1.653, -2.872], [-3.377, 3.418, -2.869], [-3.800, 5.557, -1.697], [-5.951, 5.924, -0.540], [-7.681, 4.161, -0.558], [5.985, -2.637, -2.444], [5.628, -3.434, -3.523], [5.985, -4.775, -3.542], [6.695, -5.318, -2.481], [7.050, -4.521, -1.402], [6.697, -3.180, -1.382], [5.715, -1.588, -2.434], [5.077, -3.010, -4.353], [5.713, -5.396, -4.385], [6.974, -6.364, -2.496], [7.604, -4.947, -0.574], [6.974, -2.558, -0.541], [-2.625, -0.920, 1.721], [-1.267, -0.959, 2.005], [-0.730, -2.039, 2.691], [-1.549, -3.083, 3.097], [-2.906, -3.043, 2.814], [-3.444, -1.963, 2.128], [-3.046, -0.078, 1.187], [-0.624, -0.146, 1.691], [0.333, -2.077, 2.910], [-1.131, -3.926, 3.630], [-3.547, -3.857, 3.128], [-4.504, -1.934, 1.911], [-12.074, -0.102, -2.585], [-10.861, -0.304, -3.229], [-9.896, 0.694, -3.219], [-10.143, 1.891, -2.561], [-11.356, 2.092, -1.916], [-12.321, 1.096, -1.929], [-12.828, -0.878, -2.596], [-10.670, -1.237, -3.743], [-8.953, 0.541, -3.728], [-9.393, 2.671, -2.557], [-11.548, 3.026, -1.404], [-13.268, 1.253, -1.430]],
  "e_homo_ev": -10.5,
  "total_charge": 1,
  "total_energy_ev": -65081.5900
}